Entry A
{"formula": "C10H11N4O", "method": "ωB97M-V/def2-TZVPD", "symbols": ["C", "C", "C", "C", "C", "C", "C", "C", "C", "C", "N", "N", "N", "N", "O", "H", "H", "H", "H", "H", "H", "H", "H", "H", "H", "H"], "positions_angstrom": [[2.615, 0.312, 1.128], [2.963, 0.067, -0.185], [1.426, 0.982, 1.415], [2.077, 0.417, -1.252], [0.856, 1.068, -0.917], [-0.508, 2.081, 0.396], [2.093, -0.487, -3.490], [-2.005, -1.034, 0.721], [-2.665, -0.511, 1.741], [-1.675, -1.441, -0.475], [-0.060, 1.629, -1.753], [-0.774, 2.248, -0.913], [2.510, 0.166, -2.519], [0.636, 1.378, 0.414], [1.123, -1.363, -3.445], [3.288, 0.117, 2.012], [3.853, -0.509, -0.385], [1.263, 1.342, 2.380], [2.672, -0.461, -4.372], [-2.171, -0.007, 2.520], [-0.934, 2.732, 1.203], [-3.686, -0.146, 1.769], [-1.327, -0.574, -1.000], [-1.643, 2.765, -1.227], [-1.737, -2.382, -1.010], [1.218, -2.142, -3.992]], "multiplicity": 1, "gap_ev": 8.13, "total_charge": 1, "lumo_energy_ev": -3.80}

Entry B
{"formula": "C10H11N4O", "method": "ωB97M-V/def2-TZVPD", "symbols": ["C", "C", "C", "C", "C", "C", "C", "C", "C", "C", "N", "N", "N", "N", "O", "H", "H", "H", "H", "H", "H", "H", "H", "H", "H", "H"], "positions_angstrom": [[0.103, -2.834, -0.965], [1.324, -2.404, -0.500], [-1.132, -2.183, -0.675], [1.417, -1.359, 0.453], [0.147, -0.757, 0.832], [-1.971, -0.351, 0.791], [3.403, 0.021, 0.953], [-1.559, 2.299, -1.048], [-1.729, 1.471, -2.015], [-1.347, 3.139, -0.071], [-0.031, 0.232, 1.696], [-1.313, 0.525, 1.564], [2.598, -0.909, 0.962], [-1.099, -1.200, 0.255], [3.304, 1.121, 0.160], [0.162, -3.678, -1.770], [2.209, -2.870, -0.877], [-2.240, -2.476, -0.838], [4.207, 0.064, 1.744], [-1.732, 0.336, -1.984], [-3.015, -0.437, 1.018], [-1.709, 2.015, -2.836], [-2.055, 3.702, 0.532], [-1.578, 1.440, 2.033], [-0.293, 3.312, 0.130], [3.929, 1.780, 0.457]], "multiplicity": 1, "gap_ev": 7.93, "total_charge": 1, "lumo_energy_ev": -3.97}

Verdict on stability: entry B comes out at the bottom.

Entry A
{"formula": "C6H12OS", "method": "ωB97M-V/def2-TZVPD", "symbols": ["C", "C", "C", "C", "C", "C", "O", "S", "H", "H", "H", "H", "H", "H", "H", "H", "H", "H", "H", "H"], "positions_angstrom": [[1.243, -1.634, 0.134], [0.482, -0.619, -0.147], [0.821, -2.927, 0.807], [0.832, 1.704, -0.057], [0.899, 0.527, -0.984], [-3.368, 0.277, -0.560], [-3.994, 0.252, -1.661], [-3.617, 1.711, 0.432], [2.370, -1.496, -0.092], [0.004, -2.674, 1.504], [0.315, -3.611, 0.203], [1.655, -3.407, 1.360], [0.944, 1.463, 1.016], [-0.108, 2.140, 0.062], [1.350, 2.494, -0.429], [0.255, 0.582, -1.921], [1.902, 0.453, -1.299], [-0.564, -0.632, 0.050], [-4.546, 1.077, -1.736], [-4.418, 2.499, -0.324]], "multiplicity": 1, "gap_ev": 9.20, "lumo_energy_ev": 0.35}

Entry B
{"formula": "C6H12OS", "method": "ωB97M-V/def2-TZVPD", "symbols": ["C", "C", "C", "C", "C", "C", "H", "H", "H", "H", "H", "H", "H", "H", "H", "H", "H", "H", "O", "S"], "positions_angstrom": [[0.448, 1.502, -1.845], [0.934, 0.187, -1.249], [-0.185, -0.480, -0.497], [0.114, -1.496, 0.554], [-0.517, -0.158, 0.933], [0.321, 0.789, 1.719], [1.169, 1.932, -2.563], [-0.436, 1.348, -2.494], [0.234, 2.291, -1.121], [1.136, -0.555, -2.033], [1.778, 0.294, -0.574], [-1.109, -0.779, -1.011], [1.056, -1.679, 1.032], [-0.825, -3.052, 1.242], [1.429, 0.571, 1.626], [0.143, 1.843, 1.462], [0.149, 0.630, 2.782], [-2.904, -0.546, 0.267], [-0.681, -2.610, 0.399], [-2.253, -0.029, 1.370]], "multiplicity": 1, "gap_ev": 9.27, "smiles": "CC[C@H]1[C@H](O)[C@]1(C)S", "lumo_energy_ev": 0.79}

Entry C
{"formula": "C6H12OS", "method": "ωB97M-V/def2-TZVPD", "symbols": ["C", "C", "C", "C", "C", "C", "O", "S", "H", "H", "H", "H", "H", "H", "H", "H", "H", "H", "H", "H"], "positions_angstrom": [[0.443, 0.497, -1.084], [-0.669, 0.916, -0.085], [1.569, -0.404, -0.424], [-1.685, -0.243, 0.075], [2.879, 0.238, 0.221], [-2.510, -0.267, 1.319], [-2.152, -1.032, -0.892], [0.785, -1.719, 0.573], [0.156, -0.061, -1.898], [1.081, 1.299, -1.386], [-0.198, 1.218, 0.851], [-1.254, 1.693, -0.589], [2.019, -1.023, -1.269], [2.595, 1.138, 0.720], [3.656, 0.505, -0.390], [3.092, -0.538, 1.057], [-2.828, 0.717, 1.587], [-1.855, -0.750, 1.933], [-3.529, -0.760, 1.182], [-1.595, -1.425, -1.501]], "multiplicity": 1, "gap_ev": [6.74, 6.74], "lumo_energy_ev": [-0.48, -0.48]}

Verdict on stability: entry A comes out at the bottom.

Entry A
{"formula": "C5H9N3", "method": "ωB97M-V/def2-TZVPD", "symbols": ["C", "C", "C", "C", "C", "H", "H", "H", "H", "H", "H", "H", "H", "H", "N", "N", "N"], "positions_angstrom": [[0.058, -0.572, 0.937], [-1.049, -1.284, 0.225], [-1.952, -0.407, -0.527], [-2.674, 0.572, -0.783], [1.842, 0.303, -0.609], [-0.203, 1.951, -0.322], [1.008, 2.467, 0.414], [-0.219, -0.282, 1.941], [0.707, -1.500, 1.028], [-0.672, -2.003, -0.424], [-1.452, -1.915, 0.964], [-3.125, 1.373, -1.411], [2.000, 1.204, -1.174], [2.228, -1.513, -0.253], [0.243, 1.825, 0.542], [0.829, 0.543, 0.338], [2.431, -0.762, -0.888]], "multiplicity": 1, "gap_ev": 9.64, "smiles": "[H]/N=C\\N(N)CCC#C", "lumo_energy_ev": 0.89}

Entry B
{"formula": "C5H9N3", "method": "ωB97M-V/def2-TZVPD", "symbols": ["C", "C", "C", "C", "C", "H", "H", "H", "H", "H", "H", "H", "H", "H", "N", "N", "N"], "positions_angstrom": [[-1.031, -1.228, -0.039], [-0.955, 1.220, -0.126], [0.370, 0.614, 0.194], [1.809, 1.004, -0.157], [0.288, -0.693, -0.460], [-1.048, -1.510, 1.071], [-1.490, -2.075, -0.604], [-2.565, 0.062, 0.469], [-1.004, 1.802, -1.090], [-1.325, 1.787, 0.720], [0.304, 0.505, 1.335], [2.249, 2.005, -0.306], [1.660, -1.573, 0.913], [0.403, -0.715, -1.536], [-1.830, 0.007, -0.223], [2.518, -0.068, -0.108], [1.647, -1.145, -0.054]], "multiplicity": 1, "gap_ev": 9.40, "smiles": "C1=NN[C@H]2CNC[C@H]12", "lumo_energy_ev": 0.90}

Verdict on stability: entry A comes out at the bottom.

Entry A
{"formula": "C5H9N3", "method": "ωB97M-V/def2-TZVPD", "symbols": ["C", "C", "C", "C", "C", "H", "H", "H", "H", "H", "H", "H", "H", "H", "N", "N", "N"], "positions_angstrom": [[0.795, 2.370, -0.084], [-0.058, 0.998, -0.182], [-1.315, -0.675, 0.273], [-0.294, -1.824, 0.413], [-0.467, -1.097, -0.964], [1.682, 2.170, 0.487], [0.098, 3.160, 0.263], [1.096, 2.661, -1.162], [-2.357, -1.185, 0.544], [-0.767, -2.876, 0.624], [0.390, -0.547, 1.934], [1.669, -1.447, 0.873], [-1.173, -1.445, -1.829], [0.663, 0.488, -2.108], [-0.911, 0.610, 0.745], [0.748, -1.526, 1.400], [0.200, 0.166, -1.228]], "multiplicity": 1, "gap_ev": 9.21, "smiles": "CC1=N[C@@H]2[C@H](N)[C@@H]2N1", "lumo_energy_ev": 0.79}

Entry B
{"formula": "C5H9N3", "method": "ωB97M-V/def2-TZVPD", "symbols": ["C", "C", "C", "N", "C", "C", "N", "N", "H", "H", "H", "H", "H", "H", "H", "H", "H"], "positions_angstrom": [[1.792, 1.640, 0.106], [-1.778, -0.574, -0.082], [1.860, 0.152, -0.089], [-2.657, 0.489, -0.137], [0.584, -0.561, -0.207], [-2.052, -1.872, 0.121], [-0.517, 0.037, 0.007], [2.907, -0.555, -0.198], [-3.556, 0.354, 0.296], [-1.964, 1.304, 0.041], [3.776, -0.026, -0.142], [0.658, -1.598, -0.526], [2.789, 2.064, 0.222], [1.191, 1.863, 0.986], [1.305, 2.100, -0.753], [-3.070, -2.210, 0.211], [-1.269, -2.608, 0.143]], "multiplicity": 1, "gap_ev": 8.18, "smiles": "[H]/N=C(C)/C=N/C(=C)N", "lumo_energy_ev": -0.02}

Entry C
{"formula": "C5H9N3", "method": "ωB97M-V/def2-TZVPD", "symbols": ["C", "C", "N", "N", "C", "C", "C", "N", "H", "H", "H", "H", "H", "H", "H", "H", "H"], "positions_angstrom": [[-0.190, -0.233, -0.055], [-0.379, 1.358, 1.008], [-0.644, -1.291, 0.630], [0.809, 1.993, 1.284], [0.311, -1.202, -2.004], [-1.584, 1.606, 1.518], [1.442, -1.889, -2.028], [0.185, 0.377, -1.046], [-0.414, -2.211, 0.285], [-0.917, -1.133, 1.590], [1.471, 1.929, 0.518], [0.722, 2.936, 1.653], [-0.473, -1.298, -2.750], [-2.457, 1.039, 1.217], [-1.742, 2.395, 2.253], [2.208, -1.748, -1.270], [1.651, -2.627, -2.802]], "multiplicity": 1, "gap_ev": 8.98, "lumo_energy_ev": 1.00}

Entry D
{"formula": "C5H9N3", "method": "ωB97M-V/def2-TZVPD", "symbols": ["C", "C", "C", "C", "C", "H", "H", "H", "H", "H", "H", "H", "H", "H", "N", "N", "N"], "positions_angstrom": [[-2.469, -0.272, 0.682], [-0.543, -0.046, -0.589], [-0.210, 1.269, -0.304], [1.223, 1.264, 0.033], [1.649, -0.004, 0.070], [-3.553, -0.552, 0.673], [-2.222, 0.832, 1.035], [-2.154, -1.063, 1.262], [-1.948, -0.228, -1.447], [-0.781, 2.152, -0.611], [1.914, 2.162, 0.250], [3.394, -0.225, -0.619], [3.071, -0.963, 1.140], [1.033, -1.881, -0.746], [-1.786, -0.738, -0.608], [2.779, -0.917, 0.163], [0.601, -0.789, -0.382]], "multiplicity": 1, "gap_ev": 8.81, "smiles": "CNc1ccc(N)[nH]1", "lumo_energy_ev": 0.87}

Verdict on stability: entry C comes out at the bottom.

Entry A
{"formula": "C5H10O", "method": "ωB97M-V/def2-TZVPD", "symbols": ["O", "C", "C", "C", "C", "C", "H", "H", "H", "H", "H", "H", "H", "H", "H", "H"], "positions_angstrom": [[-1.046, 1.510, 1.771], [-0.108, 0.487, 1.510], [0.259, 0.379, 0.031], [1.382, -0.622, -0.261], [-0.241, -0.556, -2.101], [-0.934, -0.079, -0.855], [-1.863, 1.289, 1.305], [0.783, 0.745, 2.095], [-0.467, -0.489, 1.880], [0.577, 1.372, -0.307], [1.145, -1.621, 0.125], [2.367, -0.316, 0.098], [1.475, -0.672, -1.366], [-0.241, -1.667, -2.081], [-1.522, -0.834, -0.306], [-1.578, 0.773, -1.104]], "multiplicity": 1, "gap_ev": 8.61, "lumo_energy_ev": -0.15}

Entry B
{"formula": "C5H10O", "method": "ωB97M-V/def2-TZVPD", "symbols": ["O", "C", "C", "C", "C", "C", "H", "H", "H", "H", "H", "H", "H", "H", "H", "H"], "positions_angstrom": [[1.564, -0.949, 0.261], [1.399, 0.093, -0.677], [0.612, 1.232, -0.108], [0.352, 1.429, 1.177], [-1.873, -0.586, 0.460], [-1.524, -1.239, -0.641], [2.153, -1.601, -0.138], [0.922, -0.272, -1.601], [2.370, 0.525, -0.964], [0.272, 1.949, -0.857], [-0.198, 2.306, 1.507], [0.654, 0.704, 1.930], [-1.556, -0.921, 1.444], [-2.447, 0.337, 0.429], [-0.902, -2.129, -0.593], [-1.798, -0.878, -1.629]], "multiplicity": 1, "gap_ev": 9.94, "smiles": "C=CCO.C=C", "lumo_energy_ev": 0.86}

Verdict on stability: entry A comes out at the bottom.